[1]
The following is a DFT calculation (ωB97M-V/def2-TZVPD) of a 4-piece molecular cluster, H9O4 overall at a distorted geometry.

Calculated values
multiplicity	2
energy relative to the best compared isomer or geometry (same formula, charge and spin)	8.8	kcal per mole
expectation value of S²	0.7506

Atoms and positions in Å:
1 O -0.10 -1.10 1.68
2 H -1.06 -1.45 1.51
3 H 0.34 -1.85 1.12
4 H 0.03 -0.20 1.13
5 O -0.11 -3.29 -0.27
6 H -0.23 -3.56 -1.20
7 H -0.63 -3.97 0.19
8 O -0.06 1.11 0.47
9 H 0.52 1.84 0.73
10 H -0.61 1.31 -0.30
11 O 0.47 3.38 -1.47
12 H 1.38 3.68 -1.60
13 H 0.06 4.10 -1.99

***

[2]
The following is a DFT calculation (ωB97M-V/def2-TZVPD) of C41H27Br2ClEuF9N5O5PS as an isolated structure at a distorted geometry.

Calculated values
multiplicity	7
energy relative to the best compared isomer or geometry (same formula, charge and spin)	78.2	kcal per mole
expectation value of S²	12.1321

Atoms and positions in Å:
1 Eu -0.78 1.53 -1.84
2 N -4.86 -1.07 -2.61
3 C -3.70 -0.41 -2.49
4 S -3.52 1.25 -2.23
5 N -2.64 -1.28 -2.73
6 N -1.47 -0.78 -2.76
7 C -0.55 -1.65 -3.20
8 C 0.76 -1.42 -3.58
9 C 1.46 -2.60 -4.04
10 C 2.73 -2.48 -4.43
11 C 3.51 -1.29 -4.24
12 C 2.91 -0.13 -3.87
13 C 1.53 -0.16 -3.46
14 O 1.09 0.92 -2.94
15 H -5.75 -0.63 -2.46
16 H -4.91 -2.08 -2.66
17 H -0.91 -2.72 -3.22
18 H 0.83 -3.49 -4.16
19 H 3.16 -3.39 -4.81
20 H 4.54 -1.39 -4.48
21 H 3.47 0.77 -3.65
22 Br 1.51 3.42 -0.63
23 C 0.79 5.09 -1.31
24 Br -0.90 3.14 -4.14
25 H 1.13 5.13 -2.36
26 H 1.32 5.91 -0.72
27 O -4.71 1.38 2.98
28 C -4.45 2.67 2.76
29 O -5.06 3.53 3.32
30 C -3.41 3.04 1.69
31 C -3.19 4.35 1.26
32 Cl -3.96 5.78 1.72
33 N -2.08 4.32 0.46
34 N -1.67 3.05 0.21
35 C -2.46 2.28 0.95
36 C -2.25 0.78 0.93
37 O -2.86 0.07 1.74
38 O -1.39 0.41 0.05
39 C -1.33 5.41 0.05
40 C -0.71 5.35 -1.30
41 C -0.81 6.72 -2.03
42 C -0.70 7.81 -1.28
43 C -0.71 7.71 0.18
44 C -1.14 6.53 0.80
45 H -4.13 0.78 2.49
46 H -1.16 4.63 -2.01
47 H -0.72 6.64 -3.15
48 H -0.69 8.84 -1.65
49 H -0.69 8.59 0.87
50 H -1.35 6.51 1.88
51 F -0.56 -1.28 6.95
52 C -1.13 -0.29 6.27
53 F -0.71 0.87 6.74
54 F -2.44 -0.40 6.44
55 C -0.68 -0.45 4.84
56 C -0.57 -1.75 4.27
57 C -0.07 -1.97 3.03
58 C 0.37 -0.85 2.26
59 C 0.27 0.42 2.78
60 C -0.21 0.60 4.09
61 P 1.08 -1.08 0.56
62 C 2.74 -1.76 0.84
63 C 3.74 -1.26 0.05
64 C 5.03 -1.83 0.13
65 C 5.34 -2.78 1.05
66 C 4.37 -3.24 2.00
67 C 3.09 -2.73 1.89
68 C 6.73 -3.36 1.15
69 F 7.64 -2.47 0.61
70 F 7.12 -3.57 2.40
71 F 6.81 -4.48 0.45
72 C 0.24 -2.59 0.03
73 C 0.96 -3.64 -0.59
74 C 0.26 -4.74 -1.06
75 C -1.12 -4.73 -1.05
76 C -1.83 -3.64 -0.47
77 C -1.17 -2.57 0.05
78 C -1.84 -5.99 -1.45
79 F -1.94 -6.75 -0.32
80 F -3.10 -5.77 -1.84
81 F -1.27 -6.70 -2.46
82 H -0.91 -2.53 4.88
83 H 0.00 -2.97 2.69
84 H 0.57 1.25 2.18
85 H -0.21 1.56 4.54
86 H 3.51 -0.60 -0.76
87 H 5.74 -1.51 -0.62
88 H 4.51 -3.97 2.82
89 H 2.36 -3.05 2.63
90 H 2.03 -3.70 -0.55
91 H 0.82 -5.64 -1.32
92 H -2.95 -3.73 -0.45
93 H -1.70 -1.70 0.41

***

[3]
The following is a DFT calculation (ωB97M-V/def2-TZVPD) of C6H8N2S3 as an isolated structure at a distorted geometry.

Calculated values
energy relative to the best compared isomer or geometry (same formula, charge and spin)	90.0	kcal per mole

Atoms and positions in Å:
1 C -1.84 3.77 -0.61
2 C -1.02 2.54 -3.56
3 C -0.06 0.58 1.42
4 C 0.16 -0.98 -0.59
5 C -0.84 1.39 -0.71
6 C 0.13 0.44 -0.12
7 N -2.79 4.34 -0.32
8 N -0.73 3.48 -2.88
9 S 1.76 1.15 -0.52
10 S -0.36 2.97 -0.99
11 S -1.13 1.03 -3.93
12 H 0.83 0.15 1.93
13 H -0.16 1.66 1.80
14 H -0.98 -0.07 1.61
15 H -0.81 -1.54 -0.35
16 H 0.47 -1.01 -1.57
17 H 0.94 -1.39 0.04
18 H -1.90 1.09 -0.91
19 H 2.45 0.64 0.47

***

[4]
The following is a DFT calculation (ωB97M-V/def2-TZVPD) of a 2-piece molecular cluster, C22H27Cl3N4O3 overall at a distorted geometry.

Calculated values
E	-72924.822	eV
SMILES	O=C(Nc1ccc(Cl)cc1)Nc1ccc(Cl)c(Cl)c1.CC[C@H](C)[C@H](NC(C)=O)C(=O)NC

Atoms and positions in Å:
1 O 1.27 5.11 -0.37
2 C 1.86 4.18 0.15
3 N 3.21 3.97 -0.05
4 C 4.08 4.63 -0.93
5 C 5.45 4.53 -0.68
6 C 6.38 5.16 -1.52
7 C 5.95 5.90 -2.62
8 Cl 7.11 6.70 -3.66
9 C 4.59 5.99 -2.89
10 C 3.66 5.36 -2.06
11 N 1.24 3.31 1.03
12 C -0.11 3.20 1.37
13 C -1.13 4.09 0.99
14 C -2.46 3.87 1.37
15 C -2.80 2.76 2.14
16 Cl -4.47 2.50 2.58
17 C -1.80 1.87 2.54
18 Cl -2.19 0.47 3.52
19 C -0.48 2.09 2.15
20 H 3.65 3.33 0.61
21 H 5.81 3.97 0.17
22 H 7.45 5.08 -1.31
23 H 4.25 6.56 -3.75
24 H 2.61 5.45 -2.32
25 H 1.85 2.58 1.38
26 H -0.93 4.98 0.40
27 H -3.23 4.57 1.06
28 H 0.28 1.38 2.48
29 C -3.63 -1.74 0.09
30 C -2.18 -1.60 0.58
31 C -1.11 -2.35 -0.25
32 C -1.14 -1.89 -1.72
33 C -1.21 -3.90 -0.14
34 N -1.07 -4.33 1.25
35 C -2.04 -4.90 1.97
36 C -1.67 -5.30 3.38
37 O -3.16 -5.11 1.54
38 C -0.11 -4.58 -0.98
39 O 1.07 -4.45 -0.66
40 N -0.43 -5.30 -2.07
41 C -1.77 -5.61 -2.56
42 H -3.93 -2.78 0.10
43 H -4.28 -1.19 0.77
44 H -3.74 -1.32 -0.91
45 H -2.13 -1.92 1.62
46 H -1.92 -0.53 0.56
47 H -0.14 -2.06 0.16
48 H -0.24 -2.23 -2.24
49 H -2.01 -2.29 -2.23
50 H -1.16 -0.80 -1.76
51 H -2.18 -4.20 -0.52
52 H -0.16 -4.24 1.67
53 H -1.42 -4.41 3.95
54 H -0.83 -5.98 3.36
55 H -2.53 -5.79 3.84
56 H 0.36 -5.69 -2.56
57 H -2.32 -6.17 -1.80
58 H -2.31 -4.70 -2.80
59 H -1.70 -6.23 -3.46

***

[5]
The following is a DFT calculation (ωB97M-V/def2-TZVPD) of a 12-piece molecular cluster, H25O12 overall at a distorted geometry.

Calculated values
energy relative to the best compared isomer or geometry (same formula, charge and spin)	199.7	kcal per mole
total charge	+1

Atoms and positions in Å:
1 O -1.68 3.38 -2.02
2 H -1.47 -2.90 1.48
3 H -1.66 -0.71 2.06
4 O 1.11 4.06 0.13
5 H 0.62 4.87 -0.04
6 H 1.04 3.91 1.15
7 O 2.46 -2.60 -2.15
8 H 0.14 0.84 -1.45
9 O 1.79 0.50 -1.30
10 H 1.74 -3.01 -2.07
11 H 1.75 0.75 -0.35
12 O -0.83 -2.48 -1.06
13 H -0.42 -3.38 -0.94
14 H -1.57 -2.63 -0.33
15 O -0.38 -0.04 -1.92
16 H 2.23 0.91 2.33
17 H 0.29 -0.49 -2.44
18 O -2.91 0.20 3.04
19 H -3.72 0.55 3.32
20 H -2.50 3.54 -1.85
21 O -0.04 2.02 -0.60
22 H -2.43 -0.18 3.84
23 H 1.01 2.43 -0.64
24 O -1.09 -1.09 1.46
25 H 2.62 -2.17 -2.96
26 H -1.81 -0.73 0.69
27 O -1.43 -3.57 0.93
28 H -1.84 -4.41 1.08
29 H -0.85 -0.64 -1.20
30 O 2.11 0.99 3.29
31 H 2.01 -0.54 -1.71
32 H -1.44 3.17 -2.75
33 O 1.25 -1.25 0.07
34 H -0.64 2.71 -0.73
35 H 1.90 -1.85 0.36
36 H 1.59 0.40 3.76
37 H 0.48 -1.50 0.41

***

[6]
The following is a DFT calculation (ωB97M-V/def2-TZVPD) of a 2-piece molecular cluster, C6H8Cl3NO4 overall at a distorted geometry.

Calculated values
SMILES	C/C=[N+](\[O-])OC(C)=O.O=CC(Cl)(Cl)Cl
energy relative to the best compared isomer or geometry (same formula, charge and spin)	38.3	kcal per mole

Atoms and positions in Å:
1 C 2.81 -0.26 -0.03
2 C 1.43 0.16 -0.32
3 N 1.16 0.73 -1.45
4 O 1.76 0.95 -2.50
5 O -0.36 0.83 -1.56
6 C -1.07 1.69 -0.80
7 C -2.59 1.71 -1.24
8 O -0.60 2.42 0.08
9 H 3.22 0.44 0.70
10 H 3.65 -0.09 -0.81
11 H 2.69 -1.27 0.24
12 H 0.67 0.06 0.45
13 H -3.00 2.61 -0.81
14 H -2.98 0.75 -0.75
15 H -2.62 1.57 -2.33
16 O 1.05 -1.53 2.27
17 C -0.05 -1.14 2.05
18 C -0.98 -2.01 1.18
19 Cl -2.27 -1.24 0.33
20 Cl 0.00 -3.07 0.08
21 Cl -1.50 -3.08 2.57
22 H -0.39 -0.22 2.66

***

[7]
The following is a DFT calculation (ωB97M-V/def2-TZVPD) of C19H17N5O6W as an isolated structure.

Calculated values
multiplicity	3
energy relative to the best compared isomer or geometry (same formula, charge and spin)	28.4	kcal per mole
expectation value of S²	2.0120

Atoms and positions in Å:
1 W 0.17 0.08 -0.38
2 N -2.98 -0.20 0.89
3 C -2.42 0.40 2.10
4 C -1.11 -0.24 2.56
5 O -0.96 -0.56 3.73
6 N -0.17 -0.43 1.60
7 C 1.02 -1.18 2.03
8 C 1.79 -1.50 0.74
9 O 2.99 -1.45 0.63
10 O 0.96 -1.78 -0.27
11 H -3.79 0.34 0.60
12 H -3.30 -1.14 1.08
13 H -3.09 0.34 2.97
14 H -2.23 1.45 1.90
15 H 0.73 -2.13 2.50
16 H 1.66 -0.64 2.72
17 O 1.16 0.45 -2.07
18 C 2.41 0.78 -2.35
19 C 2.89 0.51 -3.63
20 C 4.18 0.82 -3.99
21 C 5.04 1.43 -3.07
22 C 4.57 1.72 -1.81
23 C 3.26 1.41 -1.42
24 C 2.79 1.77 -0.10
25 N 1.61 1.48 0.44
26 C 1.57 2.06 1.70
27 C 2.73 2.71 1.91
28 N 3.48 2.53 0.78
29 H 2.22 0.03 -4.33
30 H 4.54 0.59 -4.99
31 H 6.06 1.68 -3.35
32 H 5.25 2.19 -1.11
33 H 0.71 1.95 2.34
34 H 3.08 3.28 2.75
35 H 4.42 2.87 0.63
36 O -2.62 2.57 -1.94
37 C -1.91 1.66 -1.61
38 O -1.02 1.69 -0.64
39 C -2.00 0.33 -2.32
40 C -2.80 0.15 -3.42
41 C -2.84 -1.10 -4.01
42 C -2.08 -2.13 -3.47
43 C -1.29 -1.88 -2.37
44 N -1.26 -0.67 -1.80
45 H -3.37 0.99 -3.79
46 H -3.46 -1.28 -4.88
47 H -2.08 -3.12 -3.91
48 H -0.65 -2.63 -1.92

***

[8]
The following is a DFT calculation (ωB97M-V/def2-TZVPD) of C22H14Co2O7 as an isolated structure at a distorted geometry.

Calculated values
energy relative to the best compared isomer or geometry (same formula, charge and spin)	24.0	kcal per mole
total charge	-2

Atoms and positions in Å:
1 C 4.69 -2.09 4.31
2 C 3.38 -1.64 3.74
3 C 3.15 -0.31 3.34
4 C 1.91 0.09 2.89
5 C 0.87 -0.86 2.65
6 O -0.24 -0.50 2.07
7 C 1.10 -2.19 3.12
8 C 2.33 -2.56 3.60
9 H 4.60 -3.13 4.62
10 H 5.50 -2.02 3.57
11 H 4.97 -1.48 5.17
12 H 3.96 0.42 3.39
13 H 1.69 1.13 2.67
14 H 0.25 -2.87 3.11
15 H 2.49 -3.59 3.88
16 O 0.79 -2.18 -2.53
17 C 0.23 -1.51 -1.77
18 Co -0.55 -0.50 -0.62
19 C -1.12 -1.74 0.76
20 O -1.67 -2.57 1.35
21 C 0.74 0.63 -0.22
22 O 1.63 1.34 -0.02
23 C -1.74 0.72 -1.64
24 C -1.10 1.43 -2.73
25 C -0.29 2.56 -2.47
26 C 0.53 3.06 -3.48
27 C 0.55 2.46 -4.74
28 C -0.35 1.42 -5.03
29 C -1.19 0.91 -4.04
30 C -2.70 -0.29 -1.42
31 C -3.10 -1.57 -1.58
32 Co -2.99 1.12 -0.36
33 C -2.06 2.27 0.61
34 O -1.51 3.07 1.25
35 C -3.77 0.10 0.85
36 O -4.30 -0.48 1.69
37 C -4.44 2.04 -0.89
38 O -5.41 2.58 -1.19
39 H -0.33 3.03 -1.49
40 H 1.18 3.92 -3.26
41 H 1.28 2.77 -5.48
42 H -0.38 1.00 -6.03
43 H -1.90 0.13 -4.25
44 H -4.06 -1.88 -1.13
45 H -2.60 -2.26 -2.27